C2H7N3O | ωB97M-V/def2-TZVPD

Cartesian coordinates (Å):
C  -0.14682  -0.65753  -2.08676
H  0.36657  -1.54138  1.60169
O  0.29128  0.27782  -1.08245
H  0.78725  1.55213  2.39908
H  -0.83651  1.57884  2.60982
H  -0.44557  -0.13742  -2.99519
H  0.69063  -1.31808  -2.31206
N  -0.26170  0.87335  0.83361
N  -0.06996  1.02630  2.23365
H  -0.27358  1.27718  -0.38203
C  0.30800  -0.22328  0.30453
N  0.55839  -1.42332  0.60553
H  -0.96797  -1.28461  -1.72942

Computed properties:
HOMO = -8.5682 eV
DFT total energy = -8701.9333 eV
E_LUMO = 0.9484 eV
HOMO-LUMO gap = 9.517 eV

Quick look at the Löwdin charges, all values in e:
1. C -0.057
2. H 0.052
3. O -0.164
4. H 0.077
5. H 0.073
6. H 0.087
7. H 0.088
8. N -0.105
9. N 0.014
10. H 0.227
11. C -0.522
12. N 0.138
13. H 0.092